Below is a 8-piece molecular cluster, C37H92ClNO11P overall in a non-equilibrium geometry, with properties calculated with wB97M-V/def2-TZVPD.

Geometry (Å):
C: 0.19646 -3.63030 1.59169
C: 0.66443 -2.20060 1.19119
C: 0.13136 -1.90295 -0.20341
C: -1.39813 -2.02830 -0.20634
N: 0.63383 -0.59982 -0.83977
Cl: 2.23667 -0.14169 -0.34657
C: -0.25710 0.61603 -0.69250
C: -0.45367 1.11055 0.75315
C: -1.94509 1.20674 1.06750
C: -2.24517 1.74839 2.47424
C: -3.67756 1.34614 2.89179
C: -4.76019 2.31244 2.42183
C: -5.25605 2.11820 0.97991
C: -5.60600 0.68277 0.58852
C: -6.50843 -0.06642 1.60870
C: -7.82322 -0.52130 0.92286
C: -7.57352 -1.65129 -0.08435
O: -7.97266 -2.90791 0.41559
C: -6.89495 -3.78739 0.68168
P: 0.75650 -0.88599 -2.63156
O: 1.15585 0.31197 -3.28709
O: -0.65529 -1.31856 -3.20264
O: 1.84892 -2.01572 -2.90871
H: -0.82824 -3.64939 1.93423
H: 0.31501 -4.27672 0.72326
H: 0.89707 -4.00259 2.32938
H: 1.74456 -2.24701 1.23663
H: 0.27761 -1.53490 1.95744
H: 0.50546 -2.71072 -0.83222
H: -1.66934 -3.07290 -0.30085
H: -1.89434 -1.50765 -1.01715
H: -1.77929 -1.71923 0.75880
H: 0.25691 1.40544 -1.22659
H: -1.19934 0.50096 -1.21337
H: 0.10832 0.54254 1.48984
H: -0.07453 2.12549 0.80544
H: -2.49106 0.28768 0.88155
H: -2.34700 1.93780 0.36506
H: -1.54482 1.27942 3.16708
H: -2.15143 2.82762 2.50164
H: -3.86456 0.32265 2.57376
H: -3.71210 1.33210 3.97894
H: -5.61428 2.17623 3.08035
H: -4.47766 3.35580 2.53748
H: -4.47388 2.46252 0.29855
H: -6.11230 2.76289 0.79423
H: -6.08279 0.62563 -0.38616
H: -4.68230 0.10777 0.49693
H: -6.00518 -0.96445 1.95845
H: -6.78826 0.60041 2.41680
H: -8.47522 -0.86383 1.71893
H: -8.22609 0.36325 0.43874
H: -8.14859 -1.41624 -0.98082
H: -6.52093 -1.62580 -0.37634
H: -6.14924 -3.77496 -0.11791
H: -6.42694 -3.52000 1.63086
H: -7.30514 -4.79031 0.71933
H: -0.82552 -2.27675 -3.15119
H: 1.37510 -2.76598 -3.31514
C: -3.45328 6.22635 6.08507
C: -3.30470 5.42247 4.80489
C: -2.41596 6.14649 3.80351
O: -4.58559 5.18148 4.22140
H: -3.91901 7.19322 5.88162
H: -4.09928 5.70002 6.79057
H: -2.49225 6.40103 6.55419
H: -2.87791 4.44292 5.03503
H: -2.85364 7.10914 3.52881
H: -2.31878 5.56295 2.88429
H: -1.42025 6.32328 4.21356
H: -4.98356 6.03571 4.00472
C: 4.05524 -1.46996 -5.30547
C: 4.71856 -2.78038 -5.71760
C: 5.63991 -3.32565 -4.63699
O: 5.46032 -2.57983 -6.91679
H: 4.80672 -0.69724 -5.12234
H: 3.41278 -1.10726 -6.10885
H: 3.45232 -1.58133 -4.40390
H: 3.94717 -3.51981 -5.94471
H: 6.45242 -2.62518 -4.42468
H: 6.10308 -4.25655 -4.96602
H: 5.09498 -3.51520 -3.70994
H: 6.14726 -1.92736 -6.73594
C: -0.40734 9.46074 8.56872
C: -0.26675 8.65649 7.28577
C: 0.62399 9.37007 6.28006
O: -1.55624 8.42470 6.71371
H: -0.86805 10.43106 8.36480
H: -1.05204 8.94026 9.27748
H: 0.56224 9.62989 9.03890
H: 0.15157 7.67456 7.51329
H: 0.19490 10.33759 6.00607
H: 0.71154 8.78504 5.36343
H: 1.62353 9.53678 6.68376
H: -1.94364 9.28350 6.50542
C: 6.93587 -0.99881 -1.22726
C: 8.39678 -1.18199 -0.84426
C: 9.08942 -2.17500 -1.76537
O: 8.49041 -1.62960 0.50637
H: 6.38447 -1.94080 -1.14383
H: 6.45377 -0.28633 -0.55485
H: 6.83688 -0.63176 -2.25069
H: 8.90939 -0.22082 -0.89022
H: 8.61504 -3.15833 -1.69755
H: 10.13242 -2.29995 -1.47566
H: 9.05390 -1.84430 -2.80492
H: 8.04459 -2.48267 0.56720
C: 6.19115 -7.14275 -6.34286
C: 7.65077 -7.33397 -5.96259
C: 8.33789 -8.33144 -6.88080
O: 7.74131 -7.78568 -4.60691
H: 5.64157 -8.08487 -6.25603
H: 5.71327 -6.42890 -5.66880
H: 6.09108 -6.77692 -7.36530
H: 8.16936 -6.37576 -6.00928
H: 7.85755 -9.31136 -6.81197
H: 9.38027 -8.46223 -6.59038
H: 8.30415 -8.00155 -7.91977
H: 7.28989 -8.63688 -4.54986
C: -7.96457 7.27986 0.74909
C: -6.47881 7.06329 0.98788
C: -5.89825 6.06329 -0.00006
O: -6.26350 6.60288 2.32276
H: -8.51512 6.34396 0.87973
H: -8.36707 7.99358 1.46801
H: -8.15333 7.65513 -0.25746
H: -5.95140 8.01355 0.89907
H: -6.38568 5.09031 0.10817
H: -4.83363 5.91397 0.18827
H: -6.02682 6.40277 -1.02878
H: -6.72248 5.76004 2.42538
C: 3.47495 -8.42668 -3.21928
C: 3.96742 -7.43332 -2.17670
C: 3.82157 -5.99827 -2.66362
O: 5.33076 -7.69197 -1.86668
H: 4.06197 -8.34015 -4.13792
H: 3.59255 -9.44855 -2.85903
H: 2.42313 -8.26152 -3.46087
H: 3.40389 -7.56499 -1.25134
H: 4.41833 -5.83629 -3.56427
H: 4.18591 -5.29978 -1.90746
H: 2.77778 -5.75910 -2.88886
H: 5.84427 -7.58101 -2.67796

Atomic forces in eV per Å
C 0.715 0.553 -0.657
C -0.381 -1.052 0.398
C -0.313 -0.655 0.780
C 0.146 0.210 0.007
N -0.892 -0.614 -0.751
Cl 0.156 -0.168 0.058
C 0.494 1.299 0.706
C -0.596 -0.159 -0.270
C 0.170 0.995 0.195
C -0.610 -1.266 -0.376
C 0.573 0.831 0.346
C -0.730 -0.443 -0.460
C 0.413 -0.149 -0.238
C 0.126 -0.563 0.845
C -0.638 0.165 -1.239
C 1.236 0.034 0.637
C -0.594 0.928 0.066
O 0.424 -0.229 -0.325
C -0.367 0.193 -0.042
P 1.032 0.349 -2.134
O 0.446 2.292 0.020
O 0.223 -1.381 1.113
O -1.846 -0.778 1.048
H -0.108 -0.154 0.184
H -0.176 -0.269 -0.031
H -0.265 -0.110 0.374
H 0.192 0.418 -0.176
H 0.125 0.419 -0.150
H 0.433 0.162 -0.218
H 0.140 -0.254 -0.068
H -0.085 0.160 0.047
H -0.244 0.337 0.006
H 0.242 -0.139 -0.352
H -0.119 -0.653 -0.025
H -0.042 -0.212 0.011
H 0.304 0.098 0.047
H 0.121 -0.273 0.094
H -0.173 -0.087 -0.261
H 0.145 0.207 0.160
H 0.248 0.201 0.132
H -0.159 -0.124 -0.052
H -0.002 -0.003 0.161
H -0.121 0.087 0.154
H 0.266 0.055 0.222
H -0.053 0.135 -0.155
H -0.151 0.130 0.109
H 0.013 0.303 -0.232
H 0.157 0.037 -0.155
H 0.102 0.078 0.495
H 0.223 -0.141 0.367
H -0.507 -0.103 -0.204
H -0.411 -0.004 -0.090
H -0.117 -0.360 -0.153
H 0.117 -0.305 -0.030
H 0.056 0.114 -0.055
H 0.182 -0.172 0.090
H -0.032 -0.129 0.229
H -0.465 0.320 -0.065
H 0.832 -0.201 0.039
C -0.206 -0.445 0.146
C -0.222 0.615 -0.048
C 0.129 -0.183 -0.130
O 0.064 -0.302 0.073
H 0.116 0.044 -0.067
H 0.002 -0.053 -0.051
H 0.011 0.073 0.018
H -0.111 -0.069 -0.051
H 0.003 0.028 0.095
H 0.004 -0.023 0.021
H -0.017 0.051 0.012
H 0.049 -0.048 -0.142
C -0.115 -0.064 -0.098
C 0.417 0.521 0.237
C -0.044 -0.131 0.044
O -0.187 -0.223 -0.158
H 0.045 -0.061 0.070
H -0.013 -0.022 0.002
H 0.172 0.034 -0.085
H 0.073 -0.033 -0.186
H -0.089 0.096 0.026
H -0.046 -0.020 0.009
H 0.050 0.029 0.033
H -0.046 -0.042 -0.019
C -0.055 -0.144 0.141
C -0.070 0.641 -0.053
C 0.066 -0.157 -0.125
O 0.229 -0.025 0.042
H 0.086 0.029 -0.062
H 0.038 -0.035 -0.001
H -0.008 0.029 -0.004
H -0.136 -0.076 -0.055
H 0.012 0.035 0.103
H 0.023 -0.032 0.030
H -0.007 0.029 -0.005
H 0.033 -0.046 0.032
C -0.166 0.238 0.037
C -0.248 -0.599 -0.112
C 0.148 0.046 -0.022
O 0.034 0.245 0.088
H 0.125 -0.081 -0.079
H 0.059 0.053 -0.020
H -0.017 -0.019 -0.004
H 0.023 0.000 0.159
H -0.087 0.039 -0.038
H 0.004 0.054 -0.012
H -0.001 -0.023 -0.004
H 0.086 0.029 -0.020
C -0.072 0.159 0.072
C -0.301 -0.541 -0.148
C 0.183 0.036 0.009
O -0.089 0.276 0.201
H 0.083 -0.057 -0.088
H 0.017 0.046 -0.043
H -0.028 -0.001 0.007
H 0.039 -0.008 0.189
H -0.091 0.042 -0.041
H 0.003 0.054 -0.012
H -0.012 -0.022 -0.003
H 0.137 -0.016 -0.080
C -0.041 0.163 0.091
C -0.329 -0.430 -0.143
C 0.222 0.025 -0.005
O 0.100 0.193 0.120
H 0.052 -0.043 -0.083
H 0.033 0.034 -0.025
H -0.014 -0.023 -0.001
H 0.052 -0.009 0.155
H -0.100 0.046 -0.029
H 0.000 0.049 -0.003
H -0.017 -0.021 -0.001
H 0.035 0.041 -0.016
C -0.078 -0.117 0.081
C 0.224 0.009 -0.541
C -0.076 0.171 0.150
O -0.092 0.003 0.184
H -0.041 0.123 -0.016
H -0.038 0.023 0.060
H 0.013 -0.018 -0.044
H 0.131 -0.044 0.078
H -0.065 -0.079 -0.055
H -0.016 -0.032 0.030
H 0.003 -0.020 -0.044
H 0.102 0.025 0.051

Calculated total energy: -3148.6159 a.u.
E_HOMO: -11.238 eV
Total charge: +1
Orbital gap: 7.20 eV